Density functional theory data (ωB97M-V with the def2-TZVPD basis set) for a molecular structure, C30H48IrPS3Sb.

Positions of all 84 atoms, in Å:
Ir -1.7630 -0.6252 0.6733
C 1.0108 -3.6015 3.8299
C 1.4037 -4.0375 2.4116
C 2.8040 -4.6684 2.4260
C 1.3650 -2.8915 1.4238
C 0.8411 -3.0529 0.1546
C 0.7429 -2.0234 -0.7799
C 0.2545 -2.5329 -2.1631
C -1.2254 -2.9325 -2.0997
C 0.4694 -1.6843 -3.4183
C 1.1972 -0.7331 -0.3965
C 1.9041 -0.6016 0.8304
C 1.9283 -1.6629 1.7279
C 2.7971 0.5931 1.1618
C 2.7100 1.0255 2.6389
C 4.2591 0.2359 0.8338
C 1.2253 0.4292 -1.3674
C 2.3861 0.5098 -2.1458
C 2.5798 1.4839 -3.1029
C 1.5873 2.4305 -3.3091
C 0.4466 2.3896 -2.5276
C 0.2366 1.4183 -1.5359
P -1.3128 1.5416 -0.5223
C -2.7385 1.9609 -1.7255
C -4.0628 1.9209 -0.9251
C -2.7115 0.8262 -2.7746
C -2.7802 3.2908 -2.4953
C -0.9880 3.1121 0.4978
C -0.5027 4.3518 -0.2663
C 0.1336 2.7782 1.4849
C -2.2729 3.4649 1.2647
H 0.7239 -4.4722 4.4282
H 0.1689 -2.9035 3.8288
H 1.8535 -3.1114 4.3351
H 0.6950 -4.7916 2.0692
H 3.5512 -3.9205 2.7174
H 3.0743 -5.0569 1.4387
H 2.8480 -5.4946 3.1457
H 0.4992 -4.0474 -0.1412
H 0.8264 -3.4455 -2.3164
H -1.8372 -2.1012 -1.7648
H -1.3956 -3.7664 -1.4093
H -1.5800 -3.2380 -3.0911
H -0.1038 -0.7483 -3.3948
H 0.1295 -2.2656 -4.2834
H 1.5186 -1.4414 -3.5810
H 2.4426 -1.5332 2.6813
H 2.5259 1.4252 0.5268
H 3.3978 0.4379 3.2585
H 1.7015 0.9028 3.0461
H 2.9972 2.0793 2.7435
H 4.5630 -0.6631 1.3820
H 4.9194 1.0618 1.1284
H 4.4082 0.0519 -0.2340
H 3.1405 -0.2570 -2.0086
H 3.4878 1.4929 -3.6966
H 1.6980 3.1974 -4.0684
H -0.2983 3.1478 -2.6816
H -4.0544 1.2100 -0.1089
H -4.8792 1.6325 -1.6019
H -4.3039 2.9033 -0.5131
H -2.7707 -0.1581 -2.3140
H -1.8020 0.8710 -3.3813
H -3.5767 0.9294 -3.4447
H -2.7832 4.1613 -1.8408
H -3.7306 3.3007 -3.0421
H -1.9957 3.3997 -3.2425
H 0.4435 4.1728 -0.7740
H -0.3309 5.1457 0.4736
H -1.2236 4.7318 -0.9916
H 1.0847 2.7005 0.9568
H -0.0483 1.8600 2.0236
H 0.2196 3.5860 2.2254
H -3.0229 3.9251 0.6140
H -2.0269 4.1851 2.0552
H -2.7060 2.5852 1.7432
S -4.2755 -1.9225 4.5064
Sb -4.0978 -0.1647 3.1846
S -3.7144 -1.2952 0.0423
S -1.7118 0.0826 2.8832
C -1.6738 -2.5231 1.5475
H -2.5128 -2.7294 2.2094
H -0.7589 -2.5337 2.1433
H -1.6278 -3.3106 0.7838

Highest occupied orbital energy (alpha / beta) in eV: -7.5 / -7.4
E_tot in Eh: -3052.4176
Gap between HOMO and LUMO (alpha / beta) in eV: 6.31 / 6.10
2S+1: 2
Lowest unoccupied orbital energy (alpha / beta) in eV: -1.2153 / -1.3426

Table of Löwdin atomic charges, one value per atom, all in e: atom 1 (Ir): 0.41, atom 2 (C): -0.06, atom 3 (C): -0.38, atom 4 (C): -0.06, atom 5 (C): -0.23, atom 6 (C): -0.04, atom 7 (C): -0.13, atom 8 (C): -0.33, atom 9 (C): -0.08, atom 10 (C): -0.06, atom 11 (C): -0.11, atom 12 (C): -0.13, atom 13 (C): 0.01, atom 14 (C): -0.36, atom 15 (C): -0.07, atom 16 (C): -0.05, atom 17 (C): -0.19, atom 18 (C): -0.06, atom 19 (C): -0.06, atom 20 (C): -0.06, atom 21 (C): -0.11, atom 22 (C): -0.27, atom 23 (P): 1.05, atom 24 (C): -0.64, atom 25 (C): -0.13, atom 26 (C): -0.11, atom 27 (C): -0.09, atom 28 (C): -0.66, atom 29 (C): -0.08, atom 30 (C): -0.12, atom 31 (C): -0.09, atom 32 (H): 0.09, atom 33 (H): 0.07, atom 34 (H): 0.08, atom 35 (H): 0.13, atom 36 (H): 0.08, atom 37 (H): 0.08, atom 38 (H): 0.08, atom 39 (H): 0.13, atom 40 (H): 0.13, atom 41 (H): -0.01, atom 42 (H): 0.07, atom 43 (H): 0.09, atom 44 (H): 0.07, atom 45 (H): 0.08, atom 46 (H): 0.07, atom 47 (H): 0.12, atom 48 (H): 0.10, atom 49 (H): 0.08, atom 50 (H): 0.07, atom 51 (H): 0.09, atom 52 (H): 0.08, atom 53 (H): 0.09, atom 54 (H): 0.06, atom 55 (H): 0.12, atom 56 (H): 0.11, atom 57 (H): 0.11, atom 58 (H): 0.07, atom 59 (H): -0.03, atom 60 (H): 0.09, atom 61 (H): 0.07, atom 62 (H): 0.01, atom 63 (H): 0.07, atom 64 (H): 0.09, atom 65 (H): 0.06, atom 66 (H): 0.09, atom 67 (H): 0.07, atom 68 (H): 0.07, atom 69 (H): 0.10, atom 70 (H): 0.06, atom 71 (H): 0.07, atom 72 (H): -0.02, atom 73 (H): 0.10, atom 74 (H): 0.07, atom 75 (H): 0.09, atom 76 (H): 0.03, atom 77 (S): -0.22, atom 78 (Sb): 0.41, atom 79 (S): 0.21, atom 80 (S): -0.06, atom 81 (C): -0.39, atom 82 (H): -0.06, atom 83 (H): -0.04, atom 84 (H): 0.00



Density functional theory data (ωB97M-V with the def2-TZVPD basis set) for a molecular structure, C30H49As3Br2NOS5SbTi.

Positions of all 93 atoms, in Å:
Ti -0.0023 0.8273 0.0501
Br -2.9391 -3.3483 0.0720
C -1.8406 -2.6981 1.4583
C -1.7624 -3.4006 2.6671
C -0.9757 -2.9483 3.6903
Br -0.9075 -3.9390 5.3059
C -0.2121 -1.7672 3.5467
C 0.6484 -1.2254 4.5306
C 1.3477 -0.0820 4.2655
C 1.1988 0.5400 3.0165
N 0.4088 0.0686 2.0745
C -0.3065 -1.0713 2.3218
C -1.1506 -1.5132 1.2471
O -1.2093 -0.8171 0.1529
H -2.3378 -4.3084 2.7847
H 0.7406 -1.7243 5.4853
H 2.0053 0.3551 5.0037
H 1.7305 1.4577 2.7890
C -2.0048 -0.2351 -3.2310
As -0.5622 0.9151 -2.6056
C -1.2155 2.6096 -3.3055
C 0.8896 0.6444 -3.9096
C 1.7626 -0.6305 -3.9009
C 2.7139 -0.4783 -5.0961
C 2.6422 -0.7435 -2.6405
As 1.8648 -0.9937 -0.8440
C 1.0797 -2.7811 -0.8452
C 3.5316 -1.4459 0.0701
C 0.8540 -1.8555 -4.0828
As 1.4340 -3.7175 -4.4854
C 3.3074 -3.8865 -3.8990
C 1.8218 -3.5374 -6.4035
H -2.0508 -0.2583 -4.3199
H -2.9318 0.1765 -2.8323
H -1.8938 -1.2409 -2.8326
H -1.3989 2.5393 -4.3779
H -0.4925 3.3990 -3.1047
H -2.1382 2.8547 -2.7815
H 1.5364 1.5179 -3.7699
H 0.4403 0.7460 -4.9025
H 3.2772 0.4543 -5.0156
H 2.1544 -0.4535 -6.0336
H 3.4302 -1.2978 -5.1489
H 3.2351 0.1749 -2.5456
H 3.3560 -1.5549 -2.7761
H 1.6373 -3.4730 -1.4711
H 0.0358 -2.7418 -1.1491
H 1.1090 -3.1323 0.1877
H 3.9269 -2.3832 -0.3223
H 3.3294 -1.5575 1.1354
H 4.2690 -0.6574 -0.0685
H 0.1641 -1.6557 -4.9106
H 0.2193 -1.9616 -3.2031
H 3.3818 -3.8840 -2.8135
H 3.9722 -3.1293 -4.3124
H 3.6387 -4.8648 -4.2495
H 0.9334 -3.1657 -6.9134
H 2.0477 -4.5277 -6.7979
H 2.6580 -2.8740 -6.6094
C -2.6497 3.2307 4.1381
S -2.0661 1.5367 3.8875
C -3.0161 1.1038 2.4767
C -2.8438 1.5685 1.2233
S -1.6196 2.6504 0.5876
S -4.0513 1.0426 0.0762
C -4.9693 -0.0016 1.1098
S -6.3370 -0.7717 0.6365
S -4.3686 0.0164 2.7286
H -2.1245 3.6194 5.0097
H -3.7207 3.2419 4.3281
H -2.4092 3.8365 3.2667
C 0.7386 5.5485 0.4682
C 1.9639 4.7171 0.8385
Sb 2.0783 2.9024 -0.2953
C 4.0222 2.2102 0.3436
C 5.0089 3.2592 0.8441
C 2.6467 3.7385 -2.2054
C 3.4008 5.0632 -2.1724
H 0.7172 6.4831 1.0317
H -0.1848 5.0093 0.6799
H 0.7311 5.8081 -0.5931
H 1.9330 4.4313 1.8921
H 2.8912 5.2681 0.6764
H 4.4348 1.6601 -0.5071
H 3.8274 1.4697 1.1231
H 5.2472 3.9964 0.0783
H 5.9483 2.7952 1.1522
H 4.6149 3.7992 1.7060
H 1.7307 3.8343 -2.7905
H 3.2451 2.9639 -2.6937
H 2.8031 5.8547 -1.7192
H 3.6591 5.3873 -3.1826
H 4.3294 4.9901 -1.6075

Highest occupied orbital energy (alpha / beta) in eV: -6.2 / -7.1
E_tot in Eh: -16238.5711
Gap between HOMO and LUMO (alpha / beta) in eV: 6.15 / 6.98
2S+1: 3
Lowest unoccupied orbital energy (alpha / beta) in eV: -0.0349 / -0.1585

Table of Löwdin atomic charges, one value per atom, all in e: atom 1 (Ti): 0.06, atom 2 (Br): 0.80, atom 3 (C): -0.61, atom 4 (C): -0.16, atom 5 (C): -0.63, atom 6 (Br): 0.77, atom 7 (C): -0.19, atom 8 (C): -0.03, atom 9 (C): -0.05, atom 10 (C): -0.15, atom 11 (N): 0.00, atom 12 (C): -0.16, atom 13 (C): -0.45, atom 14 (O): -0.29, atom 15 (H): 0.10, atom 16 (H): 0.08, atom 17 (H): 0.11, atom 18 (H): 0.10, atom 19 (C): -0.27, atom 20 (As): 1.09, atom 21 (C): -0.28, atom 22 (C): -0.33, atom 23 (C): -0.65, atom 24 (C): -0.07, atom 25 (C): -0.32, atom 26 (As): 1.13, atom 27 (C): -0.27, atom 28 (C): -0.28, atom 29 (C): -0.38, atom 30 (As): 1.14, atom 31 (C): -0.35, atom 32 (C): -0.35, atom 33 (H): 0.03, atom 34 (H): 0.02, atom 35 (H): 0.02, atom 36 (H): 0.04, atom 37 (H): 0.01, atom 38 (H): 0.02, atom 39 (H): 0.06, atom 40 (H): 0.08, atom 41 (H): 0.09, atom 42 (H): 0.09, atom 43 (H): 0.06, atom 44 (H): 0.07, atom 45 (H): 0.05, atom 46 (H): 0.00, atom 47 (H): 0.01, atom 48 (H): 0.04, atom 49 (H): 0.03, atom 50 (H): 0.03, atom 51 (H): 0.01, atom 52 (H): 0.07, atom 53 (H): 0.01, atom 54 (H): -0.01, atom 55 (H): 0.01, atom 56 (H): 0.02, atom 57 (H): 0.02, atom 58 (H): 0.01, atom 59 (H): 0.01, atom 60 (C): -0.38, atom 61 (S): 0.82, atom 62 (C): -1.00, atom 63 (C): -1.11, atom 64 (S): 0.49, atom 65 (S): 0.89, atom 66 (C): -1.50, atom 67 (S): 0.52, atom 68 (S): 0.91, atom 69 (H): 0.03, atom 70 (H): 0.04, atom 71 (H): 0.02, atom 72 (C): -0.19, atom 73 (C): -0.43, atom 74 (Sb): 1.38, atom 75 (C): -0.44, atom 76 (C): -0.18, atom 77 (C): -0.42, atom 78 (C): -0.17, atom 79 (H): 0.07, atom 80 (H): 0.01, atom 81 (H): 0.06, atom 82 (H): 0.05, atom 83 (H): 0.04, atom 84 (H): 0.04, atom 85 (H): 0.03, atom 86 (H): 0.05, atom 87 (H): 0.07, atom 88 (H): 0.06, atom 89 (H): 0.02, atom 90 (H): 0.04, atom 91 (H): 0.06, atom 92 (H): 0.07, atom 93 (H): 0.05



Density functional theory data (ωB97M-V with the def2-TZVPD basis set) for a molecular structure, C30H49BBrF2O2P2Ru.

Positions of all 88 atoms, in Å:
Ru -0.5004 -0.3862 0.4535
C 1.3217 -1.8381 -0.1007
C 0.5020 -2.6306 0.7404
C 0.5842 -2.0314 2.0444
C 1.4758 -0.9432 1.9314
C 1.9632 -0.8277 0.6211
C 3.0953 0.0644 0.1192
C 4.0789 -0.7882 -0.6932
C 2.5589 1.1871 -0.7740
C 3.8353 0.6830 1.3057
C 0.0876 -2.3969 3.4563
C -1.0673 -3.3985 3.5150
C 1.2727 -2.9711 4.2485
C -0.3700 -1.1170 4.1763
C -0.1297 -3.9413 0.2085
C 0.0845 -5.1296 1.1742
C 0.5417 -4.3115 -1.1260
C -1.6240 -3.7800 -0.1057
H 1.5353 -2.0503 -1.1362
H 1.8202 -0.3486 2.7657
H 3.6191 -1.1522 -1.6145
H 4.4127 -1.6544 -0.1156
H 4.9569 -0.1967 -0.9659
H 2.0490 0.7820 -1.6475
H 3.3756 1.8318 -1.1173
H 1.8395 1.8018 -0.2285
H 4.2307 -0.0879 1.9733
H 3.1771 1.3367 1.8867
H 4.6733 1.2851 0.9480
H -0.7094 -4.4235 3.4999
H -1.7536 -3.2585 2.6902
H -1.6241 -3.2673 4.4456
H 1.6547 -3.8792 3.7766
H 0.9593 -3.2224 5.2662
H 2.0922 -2.2523 4.3084
H -1.1069 -0.5909 3.5762
H 0.4616 -0.4373 4.3676
H -0.8085 -1.3700 5.1454
H 0.9045 -4.9438 1.8701
H 0.3347 -6.0301 0.6105
H -0.8118 -5.3510 1.7481
H 1.6260 -4.3954 -1.0192
H 0.3179 -3.5803 -1.9064
H 0.1555 -5.2762 -1.4613
H -2.2024 -3.5698 0.7957
H -2.0168 -4.7008 -0.5506
H -1.7722 -2.9602 -0.8096
C -3.9842 -1.1905 -0.2076
P -2.7814 -0.7524 1.0819
C -3.5615 -1.5223 2.5382
C -3.3242 0.9742 1.3554
C -2.3444 1.6592 2.2761
P -0.7380 1.7025 1.4122
C -1.0044 3.2128 0.4199
C 0.3360 2.3106 2.7401
H -4.9724 -0.8369 0.0912
H -4.0145 -2.2732 -0.3438
H -3.6780 -0.7405 -1.1453
H -4.5885 -1.1610 2.5987
H -3.0298 -1.2868 3.4580
H -3.5805 -2.6054 2.4293
H -4.3415 1.0102 1.7542
H -3.3330 1.4451 0.3690
H -2.2179 1.1041 3.2094
H -2.6746 2.6667 2.5425
H -1.4389 4.0044 1.0329
H -1.6728 2.9971 -0.4150
H -0.0540 3.5643 0.0083
H -0.1465 3.1518 3.2395
H 1.2922 2.6352 2.3257
H 0.5273 1.5158 3.4582
Br -3.4651 -1.2581 -8.0040
C -2.7109 -0.8928 -6.3048
C -1.6416 -0.0084 -6.2002
C -1.1112 0.2890 -4.9625
C -1.6445 -0.2846 -3.7737
C -2.6961 -1.2352 -3.9306
C -3.2224 -1.5198 -5.1714
C -1.1873 0.0140 -2.4802
O -1.4951 -0.6703 -1.4259
O -0.3265 1.0735 -2.2951
H -1.2185 0.4338 -7.0929
H -0.2537 0.9517 -4.9137
H -3.0974 -1.7152 -3.0475
H -4.0332 -2.2299 -5.2708
F 0.5661 3.1359 -2.8291
B -0.4820 2.3113 -2.8339
F -1.6313 2.7983 -3.2855

Highest occupied orbital energy (alpha / beta) in eV: -5.1 / -7.3
E_tot in Eh: -4899.3822
Gap between HOMO and LUMO (alpha / beta) in eV: 5.49 / 7.73
2S+1: 2
Lowest unoccupied orbital energy (alpha / beta) in eV: 0.3805 / 0.3803

Table of Löwdin atomic charges, one value per atom, all in e: atom 1 (Ru): 0.78, atom 2 (C): -0.10, atom 3 (C): -0.16, atom 4 (C): -0.17, atom 5 (C): -0.08, atom 6 (C): -0.24, atom 7 (C): -0.55, atom 8 (C): -0.04, atom 9 (C): -0.05, atom 10 (C): -0.05, atom 11 (C): -0.51, atom 12 (C): -0.05, atom 13 (C): -0.04, atom 14 (C): -0.06, atom 15 (C): -0.50, atom 16 (C): -0.04, atom 17 (C): -0.06, atom 18 (C): -0.06, atom 19 (H): 0.11, atom 20 (H): 0.10, atom 21 (H): 0.08, atom 22 (H): 0.09, atom 23 (H): 0.09, atom 24 (H): 0.08, atom 25 (H): 0.09, atom 26 (H): 0.06, atom 27 (H): 0.09, atom 28 (H): 0.07, atom 29 (H): 0.09, atom 30 (H): 0.07, atom 31 (H): 0.03, atom 32 (H): 0.09, atom 33 (H): 0.08, atom 34 (H): 0.09, atom 35 (H): 0.08, atom 36 (H): 0.03, atom 37 (H): 0.07, atom 38 (H): 0.09, atom 39 (H): 0.08, atom 40 (H): 0.08, atom 41 (H): 0.07, atom 42 (H): 0.10, atom 43 (H): 0.09, atom 44 (H): 0.09, atom 45 (H): 0.04, atom 46 (H): 0.10, atom 47 (H): 0.06, atom 48 (C): -0.23, atom 49 (P): 0.84, atom 50 (C): -0.24, atom 51 (C): -0.42, atom 52 (C): -0.42, atom 53 (P): 0.76, atom 54 (C): -0.23, atom 55 (C): -0.23, atom 56 (H): 0.06, atom 57 (H): 0.05, atom 58 (H): 0.03, atom 59 (H): 0.05, atom 60 (H): 0.03, atom 61 (H): 0.04, atom 62 (H): 0.09, atom 63 (H): 0.08, atom 64 (H): 0.07, atom 65 (H): 0.09, atom 66 (H): 0.05, atom 67 (H): 0.04, atom 68 (H): 0.05, atom 69 (H): 0.05, atom 70 (H): 0.04, atom 71 (H): 0.02, atom 72 (Br): 0.69, atom 73 (C): -0.71, atom 74 (C): -0.14, atom 75 (C): -0.03, atom 76 (C): -0.16, atom 77 (C): -0.02, atom 78 (C): -0.14, atom 79 (C): -0.39, atom 80 (O): -0.23, atom 81 (O): 0.17, atom 82 (H): 0.10, atom 83 (H): 0.11, atom 84 (H): 0.09, atom 85 (H): 0.10, atom 86 (F): 0.25, atom 87 (B): -0.87, atom 88 (F): 0.27